1.
Molecular formula: C3HFInO3
Method: DFT, ωB97M-V with the def2-TZVPD basis set

```
9
Properties=species:S:1:pos:R:3:forces:R:3
In -1.215461 1.487395 1.073034 -0.378 -1.781 -0.541
F -0.743787 3.199875 1.295629 0.071 3.478 0.858
O 1.039151 -1.783714 -0.111219 0.108 0.990 2.741
O 0.141868 -0.090061 -1.136917 -1.079 2.172 0.826
O 0.917343 -1.824198 -2.367241 -0.137 1.301 2.084
C 0.096306 0.224263 0.244855 0.578 -2.637 -2.029
C 0.610683 -0.869498 0.843521 1.410 -1.211 -0.359
C 0.745158 -1.269534 -1.313117 -0.094 -2.073 -3.444
H 0.950712 -1.043974 1.859950 -0.479 -0.240 -0.136
```
Positions in Å, forces in eV/Å.

Properties
Total charge   +1
HOMO (spin up / spin down)   -14.70 / -14.70 eV
Kohn-Sham gap (spin up / spin down)   6.2320 / 6.2337 eV
E   -17149.804 eV

***

2.
Molecular formula: C5H9N3O
Method: DFT, ωB97M-V with the def2-TZVPD basis set

```
18
Properties=species:S:1:pos:R:3:forces:R:3
O 2.600779 -0.165626 -2.140923 -1.853 -0.461 -1.449
N 1.262535 1.717328 -0.374963 -0.817 -2.795 -0.732
N -0.538014 1.462516 1.307987 0.462 -5.605 -3.332
N 0.829900 -0.969110 -1.050572 -1.654 -2.891 -3.686
C -1.445519 0.634265 2.068733 -2.222 -2.079 -1.363
C 0.426216 0.960063 0.238005 -2.833 2.481 2.052
C 0.246934 -0.507533 0.077744 2.105 0.275 3.654
C -0.600830 -1.298190 -0.888651 0.771 -1.644 0.954
C 1.504227 -0.741208 -2.209666 3.027 -1.841 0.209
H -2.835527 0.930457 1.736576 4.168 -0.756 1.324
H 0.609355 -0.926981 1.091590 -0.512 -0.066 -1.707
H 1.711067 1.061721 -1.150912 -0.477 2.165 2.144
H -0.300120 2.276502 1.643722 1.434 5.363 2.108
H -1.294368 -0.479906 1.408858 -1.050 3.037 3.127
H -1.298436 0.624689 3.357002 -0.419 -0.162 -4.101
H -1.297413 -0.561687 -1.264283 -0.407 -0.700 -0.940
H -0.801124 -2.483357 -0.749704 0.076 3.331 -0.136
H 1.220338 -1.533943 -3.100543 0.201 2.348 1.875
```
Positions in Å, forces in eV/Å.

Properties
Energy above the lowest of the compared OMol25 structures with the same formula, charge and spin   687.8 kJ/mol
HOMO   -8.88 eV
Kohn-Sham gap   9.4438 eV
E   -11842.280 eV

***

3.
Molecular formula: C4H15N2O
Method: DFT, ωB97M-V with the def2-TZVPD basis set

```
22
Properties=species:S:1:pos:R:3:forces:R:3
O -3.944253 -3.875734 2.146572 0.136 0.291 -0.324
N 2.338527 -0.489870 0.162786 -1.486 0.057 1.918
N 0.656194 1.361207 1.564073 1.003 -0.926 0.212
C 0.986314 0.420713 -2.529432 1.382 1.864 1.412
C -0.593863 1.401400 0.883248 -1.355 1.563 1.006
C 0.290917 0.239766 -1.176462 -3.170 0.341 -3.966
C -0.370336 1.513725 -0.624771 2.429 -1.640 1.612
H 1.284563 -0.133960 -0.422976 3.931 -1.220 1.827
H 3.326159 -0.228764 0.081427 -0.550 0.725 -1.693
H -3.831128 -4.122777 3.063999 -0.082 -0.193 0.183
H -4.430199 -4.588322 1.723699 -0.032 -0.081 0.132
H 0.406391 0.229499 -3.429543 -0.291 -0.340 0.255
H -1.332546 0.659339 1.279450 0.501 -0.092 -1.040
H -1.330480 1.618266 -1.157918 0.461 0.162 -0.205
H 0.439003 2.258364 -0.763107 -1.199 0.387 -0.178
H 1.993137 -0.017016 -2.589870 -0.654 -0.509 -0.165
H -0.380210 -0.633579 -1.186589 0.624 -0.250 0.810
H -1.074349 2.363777 1.233959 0.244 -0.717 -0.488
H 1.245177 1.496128 -2.471118 -0.146 -0.320 -0.781
H 2.361337 -1.480682 0.415717 -0.888 -0.029 -0.764
H 0.528251 1.272293 2.568250 0.234 0.280 -0.153
H 1.431394 0.736227 1.228605 -1.092 0.646 0.391
```
Positions in Å, forces in eV/Å.

Properties
Energy above the lowest of the compared OMol25 structures with the same formula, charge and spin   665.5 kJ/mol
Total charge   +1
HOMO   -13.14 eV
Kohn-Sham gap   5.0679 eV
E   -9406.765 eV

***

4.
Molecular formula: C3H9IS2
Method: DFT, ωB97M-V with the def2-TZVPD basis set

```
15
Properties=species:S:1:pos:R:3:forces:R:3
I -3.436805 -0.679951 3.685738 -0.029 -0.026 -0.012
S 2.511058 0.093453 -1.838693 -0.031 -0.054 -0.012
S 1.275142 0.398049 -3.430708 -0.028 0.028 0.054
C -0.230856 0.997348 -2.634090 -0.506 0.260 0.370
C -1.811046 0.606385 4.073873 0.941 0.745 0.226
C 2.041164 -1.566490 -1.304319 -0.199 -0.641 0.107
H 0.991467 -1.612647 -0.968753 0.451 0.119 -0.109
H -0.674364 0.241949 -1.963810 0.223 0.241 -0.350
H -0.041393 1.915478 -2.052942 0.010 -0.389 -0.312
H -1.177082 0.191545 4.875500 -0.462 0.064 -0.415
H -0.956503 1.229320 -3.431737 0.304 -0.127 0.256
H -2.174494 1.598446 4.390620 0.006 -0.596 -0.188
H 2.185636 -2.305369 -2.110418 -0.001 0.397 0.305
H 2.693536 -1.837796 -0.457322 -0.228 0.165 -0.305
H -1.195461 0.730280 3.167061 -0.450 -0.186 0.385
```
Positions in Å, forces in eV/Å.

Properties
HOMO   -8.94 eV
Kohn-Sham gap   9.2847 eV
E   -33027.997 eV
SMILES string   CSSC.CI

***

5.
Molecular formula: C2H4OS2
Method: DFT, ωB97M-V with the def2-TZVPD basis set

```
9
Properties=species:S:1:pos:R:3:forces:R:3
S 0.182999 1.201275 -0.529906 0.580 -0.006 -0.363
S 0.704734 -0.603128 -1.339465 0.286 -0.622 -0.266
O 2.327764 -2.364333 0.004199 0.426 -0.239 0.414
C 1.785067 -1.325569 0.041468 -1.840 0.749 -2.330
C -1.436210 0.862659 0.163977 1.708 0.006 2.587
H -2.055639 0.480854 -0.597851 -0.673 -1.685 -0.275
H -1.218012 0.451418 1.231380 -1.209 -0.219 -2.236
H 1.620967 -0.490044 0.679520 0.903 0.449 2.143
H -1.911670 1.786867 0.346679 -0.180 1.567 0.325
```
Positions in Å, forces in eV/Å.

Properties
Energy above the lowest of the compared OMol25 structures with the same formula, charge and spin   61.9 kJ/mol
HOMO   -9.26 eV
Kohn-Sham gap   9.8051 eV
E   -25855.854 eV
SMILES string   CSSC=O

***

- Which of these has the highest E?
  C4H15N2O